Entry 1:
43
Properties=species:S:1:pos:R:3:forces:R:3:nbo_charge:R:1 method="wB97M-V/def2-TZVPD" homo_lumo_gap_ev=7.90 homo_energy_ev=-7.95 charge=0 spin_multiplicity=1 smiles="Nc1nc(-c2ccc(OCCCl)cc2)cn2c(=O)n(-c3ccccc3)nc12" relative_energy_kcal_mol=34.6
N 3.123 -1.667 0.853 -1.14 0.34 1.58 -0.80
C 1.801 -1.299 0.643 1.59 0.18 -0.58 0.43
N 1.448 -1.259 -0.602 -1.43 0.01 0.64 -0.47
C 0.138 -0.849 -0.850 -1.66 -0.09 0.67 0.13
C -0.323 -0.841 -2.301 1.06 -1.81 -0.28 -0.07
C 0.575 -1.345 -3.314 -0.67 1.82 -0.51 -0.17
C 0.262 -1.155 -4.706 -0.57 0.40 1.97 -0.25
C -1.002 -0.664 -5.034 1.25 1.85 0.80 0.30
O -1.276 -0.245 -6.313 0.53 -0.36 -1.22 -0.53
C -1.340 1.168 -6.603 1.58 -0.87 -1.30 -0.07
C -0.033 1.942 -6.386 1.20 -0.88 1.09 -0.40
Cl -0.151 3.641 -6.981 -0.08 -0.73 0.02 -0.06
C -1.889 -0.286 -4.029 -0.65 -2.06 0.36 -0.27
C -1.644 -0.525 -2.678 1.76 0.85 -0.75 -0.17
C -0.726 -0.506 0.181 0.23 -0.10 -2.10 -0.05
N -0.325 -0.619 1.515 -1.50 1.74 -1.02 -0.38
C -0.798 0.136 2.610 -1.21 2.25 0.57 0.73
O -1.738 0.918 2.714 -0.03 -1.47 -0.70 -0.63
N 0.205 0.042 3.518 0.25 -0.06 1.46 -0.24
C 0.200 0.349 4.974 -0.66 -0.96 -1.67 0.14
C -0.625 1.316 5.566 0.99 -0.03 1.44 -0.22
C -0.598 1.526 6.964 1.09 -2.52 -0.88 -0.19
C 0.183 0.587 7.739 -1.80 1.07 -0.37 -0.22
C 0.836 -0.460 7.132 1.12 -0.69 -1.73 -0.21
C 0.899 -0.575 5.707 -0.55 1.40 2.71 -0.21
N 1.299 -0.564 2.991 1.22 -0.14 -0.14 -0.27
C 0.965 -0.840 1.774 2.06 -1.49 -0.29 0.27
H 3.550 -2.071 0.045 0.37 0.37 -0.27 0.40
H 3.619 -0.999 1.433 0.30 -0.59 -0.11 0.40
H 1.598 -1.631 -3.040 -0.61 0.10 -0.02 0.24
H 1.024 -1.107 -5.461 0.27 -0.76 -0.24 0.22
H -1.527 1.309 -7.661 -0.59 -0.63 -0.21 0.20
H -2.143 1.520 -6.042 -1.20 1.31 0.98 0.18
H 0.931 1.437 -6.814 -2.05 0.91 0.61 0.23
H 0.045 2.012 -5.292 0.64 0.17 -0.30 0.22
H -2.878 -0.140 -4.397 -0.77 0.75 0.12 0.22
H -2.351 -0.303 -1.908 -0.57 0.13 0.02 0.21
H -1.703 -0.084 -0.061 0.34 -0.28 0.69 0.23
H -1.266 1.891 4.974 -0.73 0.78 -0.94 0.24
H -1.282 2.226 7.433 0.34 0.01 -0.07 0.22
H 0.038 0.637 8.809 0.45 -0.04 0.13 0.22
H 1.403 -1.274 7.610 -0.54 0.77 0.48 0.22
H 1.476 -1.351 5.290 0.38 -0.66 -0.63 0.24

Entry 2:
42
Properties=species:S:1:pos:R:3:forces:R:3:nbo_charge:R:1 method="wB97M-V/def2-TZVPD" homo_lumo_gap_ev=9.64 homo_energy_ev=-9.27 charge=0 spin_multiplicity=1 smiles="Cc1ccccc1Cn1cnc2c(nnn2Cc2ccc(F)cc2)c1=O"
C 1.778 4.932 -1.264 -0.02 -0.03 0.02 -0.64
C 1.070 4.609 0.016 -0.06 0.03 0.08 0.00
C 0.579 5.630 0.818 0.02 -0.05 -0.03 -0.20
C -0.066 5.359 2.012 -0.05 -0.01 0.10 -0.20
C -0.221 4.048 2.423 -0.04 0.06 0.07 -0.23
C 0.260 3.019 1.632 0.03 -0.06 -0.04 -0.16
C 0.897 3.284 0.429 -0.05 -0.02 0.07 -0.06
C 1.434 2.174 -0.444 0.22 0.39 -0.16 -0.25
N 1.021 0.848 -0.028 0.22 -0.11 0.08 -0.42
C -0.272 0.491 -0.180 -0.40 -0.15 -0.09 0.33
N -0.810 -0.632 0.159 -0.53 -0.19 -0.02 -0.50
C 0.072 -1.489 0.725 1.18 0.42 0.16 0.31
C 1.434 -1.244 0.947 -1.30 -0.28 -0.20 -0.10
N 1.950 -2.349 1.540 0.91 0.37 0.05 -0.18
N 1.026 -3.207 1.682 -0.17 -1.13 0.45 -0.03
N -0.135 -2.729 1.208 0.18 1.13 -0.13 -0.17
C -1.343 -3.512 1.187 -0.26 -0.32 -0.23 -0.23
C -1.542 -4.106 -0.186 -0.09 -0.04 0.10 -0.07
C -1.076 -5.383 -0.472 -0.11 0.15 -0.02 -0.18
C -1.219 -5.913 -1.742 -0.05 0.00 -0.23 -0.28
C -1.827 -5.144 -2.718 0.03 0.06 0.15 0.41
F -1.973 -5.654 -3.957 0.01 0.03 0.08 -0.32
C -2.287 -3.865 -2.461 0.03 -0.16 -0.16 -0.28
C -2.139 -3.349 -1.186 -0.01 -0.16 0.04 -0.18
C 2.017 0.013 0.559 0.09 -0.11 0.02 0.65
O 3.155 0.397 0.660 0.16 -0.06 0.11 -0.57
H 2.774 4.492 -1.274 0.10 0.00 -0.09 0.22
H 1.874 6.008 -1.384 0.03 0.04 -0.05 0.22
H 1.231 4.541 -2.122 0.02 -0.01 -0.12 0.22
H 0.708 6.655 0.502 0.03 0.10 -0.05 0.21
H -0.439 6.169 2.620 -0.03 0.07 0.05 0.22
H -0.712 3.822 3.357 -0.04 -0.01 0.08 0.21
H 0.140 2.000 1.971 0.00 -0.08 0.02 0.20
H 2.530 2.178 -0.403 -0.24 -0.03 -0.14 0.27
H 1.125 2.330 -1.482 0.08 -0.04 0.08 0.21
H -0.919 1.230 -0.634 0.07 0.19 -0.05 0.20
H -2.178 -2.855 1.444 0.12 -0.10 0.07 0.23
H -1.228 -4.293 1.940 -0.05 0.16 -0.02 0.24
H -0.596 -5.964 0.300 0.06 -0.08 0.09 0.22
H -0.867 -6.903 -1.981 0.02 -0.10 -0.05 0.23
H -2.750 -3.293 -3.249 -0.05 0.03 -0.10 0.23
H -2.478 -2.348 -0.966 -0.05 0.09 0.01 0.23

Entry 3:
46
Properties=species:S:1:pos:R:3:forces:R:3:mulliken_spin:R:1 method="wB97M-V/def2-TZVPD" homo_lumo_gap_ev="6.92 / 6.07" homo_energy_ev="-13.76 / -15.08" charge=+2 spin_multiplicity=5
Pd 0.101 0.458 -1.314 0.03 -0.55 -0.52 1.58
O -1.136 1.593 -5.346 0.06 -0.11 0.27 0.00
C -0.633 1.532 -4.139 -0.18 0.11 -0.24 0.00
O -0.703 0.539 -3.425 0.09 0.11 -0.04 0.03
C 0.012 2.822 -3.719 0.09 -0.13 0.14 0.00
O 0.613 2.591 -2.459 0.02 0.16 0.05 0.14
C 1.717 3.358 -2.154 -0.11 0.01 -0.03 0.85
C 3.338 0.614 -2.367 -0.05 0.13 -0.09 0.00
O 4.285 1.113 -2.775 -0.13 -0.14 0.13 0.02
O 2.365 0.082 -1.974 0.18 0.09 0.06 0.03
H -1.586 0.758 -5.559 -0.05 0.00 -0.13 0.00
H 0.743 3.129 -4.469 0.03 -0.02 -0.04 0.00
H -0.759 3.592 -3.650 -0.01 0.06 0.00 -0.01
H 2.010 4.108 -2.874 0.02 0.00 0.06 0.02
H 1.926 3.418 -1.098 0.00 -0.01 -0.01 0.03
O 1.611 1.381 2.231 0.08 -0.09 -0.10 0.03
S 0.358 1.338 1.557 0.10 0.31 -0.28 0.01
O 0.097 2.212 0.423 0.01 0.21 0.35 0.02
N 0.220 -0.110 0.700 0.27 0.44 0.22 0.37
C 0.431 -1.358 1.042 -0.09 -0.11 -0.04 0.13
C 0.671 -1.871 2.345 -0.03 0.08 -0.15 0.19
C 0.872 -3.227 2.509 0.00 -0.14 -0.13 0.00
C 0.835 -4.096 1.422 -0.01 0.05 0.02 0.28
C 0.596 -3.623 0.093 0.08 -0.33 0.21 0.00
C 0.562 -4.459 -1.040 0.00 -0.08 0.03 0.03
C 0.331 -3.904 -2.272 -0.02 0.07 -0.06 -0.01
C 0.137 -2.521 -2.370 -0.06 0.02 -0.02 -0.01
N 0.163 -1.723 -1.314 -0.08 -0.33 -0.06 0.17
C 0.390 -2.265 -0.098 0.02 0.21 0.16 0.07
C -0.940 1.405 2.688 -0.24 -0.11 0.29 0.01
C -2.258 1.239 2.255 0.14 0.06 0.04 0.01
C -3.271 1.319 3.187 -0.06 0.02 0.09 0.00
C -2.968 1.573 4.523 -0.04 -0.01 -0.02 0.01
C -1.655 1.743 4.938 0.02 0.01 0.03 0.00
C -0.618 1.654 4.022 -0.16 -0.07 -0.06 0.00
H 0.708 -1.194 3.189 0.00 0.01 -0.02 0.00
H 1.062 -3.622 3.498 0.00 0.00 -0.01 0.01
H 0.992 -5.157 1.577 0.00 0.02 -0.01 0.00
H 0.717 -5.526 -0.933 0.00 0.03 0.01 0.00
H 0.297 -4.510 -3.166 0.00 0.01 0.01 0.00
H -0.048 -2.048 -3.327 0.01 0.00 0.01 0.00
H -2.492 1.067 1.212 0.06 0.00 -0.03 0.00
H -4.300 1.197 2.878 0.01 0.00 0.01 0.00
H -3.770 1.642 5.246 0.02 0.00 -0.01 0.00
H -1.437 1.949 5.978 0.00 0.00 -0.03 0.00
H 0.411 1.788 4.327 -0.01 -0.01 -0.04 0.00

Entry 4:
40
Properties=species:S:1:pos:R:3:forces:R:3:nbo_charge:R:1 method="wB97M-V/def2-TZVPD" homo_lumo_gap_ev=6.01 homo_energy_ev=-7.48 charge=0 spin_multiplicity=1 smiles="C=c1cc2c(cc1C)=NC(=O)C(CNc1ccc3c[nH]nc3c1)=C2" relative_energy_kcal_mol=87.7
C -4.211 2.062 2.283 3.16 0.82 -3.27 -0.30
C -3.557 2.133 0.976 0.27 -0.22 3.62 -0.08
C -2.072 2.075 1.070 0.67 -0.45 -0.35 -0.11
C -1.238 1.785 0.001 -2.62 1.95 -1.14 -0.13
C -1.802 1.910 -1.443 -1.04 -1.93 0.90 0.27
C -3.302 1.985 -1.513 0.48 0.58 1.78 -0.20
C -4.111 2.072 -0.390 0.23 -0.61 -1.05 0.01
C -5.603 1.795 -0.496 1.33 -0.42 -0.04 -0.64
N -1.147 1.619 -2.544 -1.90 0.45 3.17 -0.44
C 0.218 1.469 -2.368 2.01 1.79 -1.57 0.60
O 0.831 1.814 -3.380 0.93 -1.07 1.12 -0.54
C 0.927 1.195 -1.027 -5.83 0.37 -0.71 -0.05
C 2.211 0.554 -1.050 0.66 -1.74 0.05 -0.26
N 2.698 0.236 0.230 0.36 -0.84 2.38 -0.61
C 2.140 -0.757 1.093 -1.56 -0.51 -2.74 0.20
C 2.513 -0.745 2.431 0.86 -0.51 0.96 -0.27
C 1.969 -1.660 3.329 -0.08 0.68 -0.34 -0.15
C 1.042 -2.628 2.788 2.30 1.10 2.35 -0.18
C 0.548 -3.769 3.400 -0.97 0.14 -3.06 -0.04
N -0.172 -4.358 2.335 0.68 1.37 0.92 -0.34
N -0.134 -3.593 1.127 -0.53 -2.17 2.16 -0.29
C 0.692 -2.584 1.429 -2.76 -4.91 4.13 0.16
C 1.144 -1.678 0.637 4.07 6.67 -3.18 -0.33
C 0.119 1.431 0.061 3.18 -1.17 -0.99 -0.19
H -3.572 2.118 3.227 -0.90 -0.19 -1.63 0.21
H -5.266 2.081 2.417 -0.67 -0.13 -0.08 0.20
H -1.667 2.185 2.109 -0.16 -0.40 -1.14 0.21
H -3.677 1.888 -2.531 -0.27 -0.01 0.33 0.23
H -5.714 1.221 -1.389 -0.33 -0.56 -0.61 0.22
H -5.840 1.136 0.351 -0.57 0.57 -0.24 0.22
H -6.208 2.669 -0.656 -0.38 0.44 0.63 0.23
H 2.826 1.286 -1.459 1.70 0.97 -1.04 0.24
H 2.307 -0.369 -1.665 -0.67 0.69 -0.31 0.22
H 3.546 0.722 0.501 -0.45 -0.42 0.32 0.39
H 3.338 -0.021 2.535 -0.56 -0.34 1.28 0.21
H 2.139 -1.583 4.427 0.16 -0.27 -1.05 0.22
H 0.879 -4.098 4.388 -0.88 -0.53 -0.50 0.23
H -0.830 -5.138 2.464 0.61 0.68 -0.60 0.41
H 0.724 -1.511 -0.309 -0.34 -0.15 -1.39 0.22
H 0.591 1.132 0.971 -0.15 0.27 0.93 0.23

Entry 5:
50
Properties=species:S:1:pos:R:3:forces:R:3:nbo_charge:R:1 method="wB97M-V/def2-TZVPD" homo_lumo_gap_ev=7.64 homo_energy_ev=-5.48 charge=-1 spin_multiplicity=1 relative_energy_kcal_mol=0.0
Al -0.941 -0.154 0.530 -0.27 -0.17 0.09 1.85
C -0.409 -2.690 -1.955 -0.05 -0.10 0.05 -0.67
C -1.826 -2.209 -1.947 0.00 0.05 -0.05 0.29
C -2.733 -2.863 -2.821 0.02 0.00 0.02 -0.26
C -4.040 -2.507 -2.843 -0.01 0.00 -0.03 -0.14
C -4.487 -1.469 -2.003 -0.01 0.02 0.02 -0.02
C -5.836 -1.048 -1.990 -0.01 0.00 0.00 -0.25
C -6.214 -0.027 -1.168 0.01 0.00 -0.01 -0.18
C -5.268 0.603 -0.342 0.01 0.00 -0.01 -0.24
C -3.946 0.220 -0.327 0.01 0.04 0.02 -0.14
S -2.818 1.043 0.710 -0.04 0.03 0.05 -0.26
C -3.531 -0.849 -1.170 0.00 0.02 -0.05 0.12
N -2.214 -1.232 -1.147 0.10 -0.04 0.05 -0.48
H -0.258 -3.378 -2.786 0.00 0.03 -0.02 0.21
H -0.208 -3.243 -1.036 0.05 0.04 0.00 0.25
H 0.298 -1.869 -2.036 -0.04 0.02 -0.02 0.27
H -2.357 -3.650 -3.461 0.01 0.00 0.01 0.21
H -4.746 -3.001 -3.502 0.00 0.00 0.01 0.21
H -6.546 -1.546 -2.639 0.00 0.00 0.00 0.20
H -7.244 0.307 -1.146 0.00 0.00 0.00 0.21
H -5.575 1.414 0.306 -0.01 0.00 0.00 0.22
C 5.510 3.054 2.565 0.01 0.02 0.01 -0.63
C 4.509 2.546 1.564 0.01 -0.03 -0.02 0.00
C 4.830 1.500 0.704 0.01 0.02 0.02 -0.23
C 3.890 0.987 -0.175 -0.03 0.03 -0.07 -0.18
C 2.613 1.529 -0.195 -0.01 0.03 0.02 -0.37
C 2.275 2.579 0.645 0.03 0.02 0.01 -0.10
C 3.227 3.085 1.512 -0.02 -0.02 0.02 -0.22
S 1.357 0.786 -1.192 0.10 -0.28 0.07 2.37
O 2.020 0.213 -2.341 0.02 0.05 0.04 -0.98
O 0.298 1.747 -1.382 -0.04 0.14 -0.18 -0.96
N 0.711 -0.343 -0.280 0.07 0.09 -0.24 -1.18
C 1.470 -1.450 0.273 0.06 0.02 -0.01 -0.35
C 0.505 -2.297 1.116 0.05 -0.01 0.04 0.80
O 0.829 -3.397 1.503 0.00 0.00 0.01 -0.63
O -0.665 -1.741 1.336 -0.01 0.09 0.00 -0.89
H 6.529 2.807 2.268 0.00 0.00 0.00 0.21
H 5.330 2.605 3.545 0.00 0.00 0.00 0.22
H 5.438 4.135 2.684 0.00 0.00 0.00 0.21
H 5.828 1.076 0.731 0.00 -0.01 0.00 0.20
H 4.133 0.179 -0.853 0.02 0.00 0.02 0.23
H 1.268 2.972 0.630 0.01 0.01 -0.01 0.24
H 2.955 3.887 2.188 0.00 0.00 -0.01 0.21
H 2.269 -1.107 0.937 -0.01 -0.02 0.01 0.24
H 1.912 -2.091 -0.493 -0.02 0.01 0.00 0.21
O -0.495 0.288 4.023 0.00 0.00 0.00 -0.80
Cl 0.393 0.964 3.142 0.01 -0.01 -0.04 2.57
O 0.715 2.272 3.609 0.01 0.03 0.00 -0.82
O 1.570 0.196 2.880 -0.01 -0.01 0.03 -0.83
O -0.321 1.166 1.829 0.00 -0.08 0.14 -0.95

| no. | total energy (eV) |
| --- | --- |
| 1 | -44028.60788 |
| 2 | -32178.27864 |
| 3 | -51572.09502 |
| 4 | -27965.59869 |
| 5 | -80130.78253 |